Below is a structure of composition C33H40GeN2O6PtSSi, with properties calculated with ωB97M-V with the def2-TZVPD basis set.

* HOMO-LUMO gap (spin up / spin down): 7.90 / 7.17 eV
* energy relative to the best compared isomer or geometry (same formula, charge and spin): 1.51 kcal per mole
* expectation value of S²: 0.75
* HOMO (spin up / spin down): -5.5 / -5.4 eV
* molar mass: 888.532 g mol⁻¹

ORCA input file:
```
! RIJCOSX wB97M-V def2-TZVPD def2/J DEFGRID3
* xyz -1 2
Pt 0.8211 0.8666 0.3608
C 3.6290 -5.5040 -1.2747
C 3.7040 -4.0179 -1.0406
C 3.4938 -3.1171 -2.0775
C 3.5813 -1.7465 -1.8665
C 3.8844 -1.2593 -0.6067
C 4.0838 -2.1459 0.4443
C 3.9924 -3.5104 0.2255
S 4.0467 0.5129 -0.3563
O 5.3712 0.6573 0.2144
O 3.7585 1.1147 -1.6297
N 2.9601 0.9633 0.6844
C 3.1645 0.6337 2.0850
C 2.1215 -0.3598 2.5822
O 2.3646 -1.1802 3.4436
O 0.9286 -0.2517 2.0286
H 3.5154 -5.7278 -2.3357
H 2.7847 -5.9545 -0.7467
H 4.5325 -6.0028 -0.9191
H 3.2617 -3.4906 -3.0693
H 3.4080 -1.0418 -2.6680
H 4.3177 -1.7833 1.4387
H 4.1538 -4.1922 1.0543
H 3.0230 1.5324 2.7006
H 4.1644 0.2583 2.2996
C -0.7810 4.6852 -1.6453
Si 0.7715 4.0822 -0.7763
C 0.8270 4.8045 0.9639
C 2.2683 4.6606 -1.7419
O 0.7716 2.4631 -0.7155
H -0.8084 5.7788 -1.6804
H -1.6745 4.3409 -1.1183
H -0.8305 4.3118 -2.6709
H -0.1257 5.2580 1.2487
H 1.6083 5.5638 1.0514
H 1.0430 4.0145 1.6868
H 2.2667 5.7473 -1.8703
H 2.2930 4.1937 -2.7287
H 3.1858 4.3738 -1.2234
C -3.2979 4.4365 2.9354
C -3.8381 4.1847 1.6818
C -3.3565 3.1312 0.9145
C -2.3263 2.3152 1.3792
C -1.7876 2.5894 2.6376
C -2.2710 3.6337 3.4142
Ge -1.5777 0.8339 0.3143
C -2.3354 -0.8252 1.0756
C -2.6585 -1.8952 0.2388
C -3.1564 -3.0861 0.7505
C -3.3251 -3.2375 2.1207
C -3.0001 -2.1876 2.9686
C -2.5167 -0.9940 2.4470
C -2.3612 0.9391 -1.4880
C -3.7205 0.6943 -1.6896
C -4.2851 0.7706 -2.9558
C -3.4904 1.0868 -4.0498
C -2.1350 1.3216 -3.8685
C -1.5751 1.2487 -2.5984
H -3.6691 5.2602 3.5330
H -4.6320 4.8139 1.2970
H -3.7829 2.9510 -0.0666
H -0.9625 1.9876 3.0079
H -1.8356 3.8309 4.3863
H -2.5201 -1.7938 -0.8327
H -3.4135 -3.8979 0.0784
H -3.7093 -4.1665 2.5252
H -3.1241 -2.2968 4.0393
H -2.2728 -0.1842 3.1255
H -4.3496 0.4312 -0.8445
H -5.3434 0.5794 -3.0890
H -3.9265 1.1465 -5.0398
H -1.5080 1.5634 -4.7185
H -0.5165 1.4357 -2.4644
C 0.0578 -4.0606 -1.4196
N 0.3001 -3.7043 -0.0408
C 0.1535 -4.7310 0.9621
C 0.5477 -2.4333 0.3092
O 0.6253 -1.5042 -0.4829
H -0.9808 -4.3769 -1.5558
H 0.7181 -4.8778 -1.7190
H 0.2559 -3.1919 -2.0420
H 0.8421 -5.5576 0.7689
H -0.8687 -5.1195 0.9725
H 0.3743 -4.3148 1.9436
H 0.6737 -2.2802 1.3876
*
```